C4H5O6Pb as an isolated structure, computed with the ωB97M-V functional and the def2-TZVPD basis.

Geometry as XYZ:
```
16
Properties=species:S:1:pos:R:3:forces:R:3:nbo_charge:R:1
O -0.52353 0.28079 -4.05317 0.2 3.6 -1.3 -0.9161
C -0.48124 -0.43958 -3.07114 -0.1 -8.8 3.0 0.9583
O -0.59871 -1.68583 -3.13524 0.4 4.2 1.5 -0.4095
Pb -1.01406 1.98478 -5.12255 -0.2 0.8 -0.7 1.8629
O -0.19709 0.14244 -1.68308 -0.1 -0.1 -1.3 -0.2040
O 0.32611 -0.41305 1.82426 -0.1 -0.8 -1.7 -0.4886
C 0.49262 0.24684 2.96272 0.1 1.3 1.9 0.9764
O 0.50524 1.44644 3.08341 -0.1 -0.5 -0.6 -0.5896
O 0.62063 -0.63582 3.94101 -0.1 -0.2 -0.5 -0.6377
C 0.16241 0.36846 0.64968 0.2 0.0 0.6 -0.1052
C -0.08749 -0.61373 -0.47942 -0.2 1.7 -0.5 -0.1209
H 0.69488 -0.17449 4.78649 0.0 0.2 0.1 0.5247
H 1.06799 0.95757 0.45663 -0.2 0.1 0.0 0.2424
H -0.69438 1.04471 0.76445 0.1 0.1 0.0 0.2425
H -1.01723 -1.18258 -0.32934 -0.1 -0.6 -0.2 0.3240
H 0.74386 -1.32695 -0.59472 0.1 -0.6 -0.2 0.3403
```
Forces are in eV/Å.

The spin multiplicity is 2. The net charge is +2. The HOMO-LUMO gap (alpha / beta) is 0.2010 / 0.1148 Ha. The calculation puts the LUMO energy (alpha / beta) at -10.99 / -13.14 eV. Its HOMO energy (alpha / beta) is -16.46 / -16.26 eV.


One molecule with the formula C6H3F3N2O2, computed with the ωB97M-V functional and the def2-TZVPD basis.

Geometry as XYZ:
```
16
Properties=species:S:1:pos:R:3:forces:R:3:nbo_charge:R:1
O 0.69223 1.56294 3.44465 -1.4 -2.2 -3.6 -0.6135
C -0.24737 1.37700 2.60906 -3.0 5.1 4.2 0.6624
O -1.41360 2.13233 2.78670 4.5 -4.6 -2.7 -0.6917
C -0.20134 0.40844 1.34924 0.4 -1.5 -3.6 0.0215
C -0.71451 -1.03871 1.31253 0.9 2.1 -0.4 0.0461
N -0.63915 -1.84633 0.17162 -0.8 0.2 2.6 -0.2523
N -0.19822 -1.59761 -1.05320 0.9 4.3 1.5 -0.1441
C 0.24672 -0.27491 -1.10760 0.7 1.5 -0.4 0.0852
C 0.75953 0.15653 -2.59032 0.5 -0.9 -0.6 0.9676
F 1.60083 -0.89057 -3.11149 -2.4 2.8 1.0 -0.3217
F 1.55892 1.32321 -2.57829 -2.3 -2.7 -0.1 -0.3122
F -0.38392 0.33124 -3.44352 3.4 -0.3 2.1 -0.3153
C 0.33752 0.81098 -0.05052 -1.7 -3.5 1.5 -0.1415
H -1.17655 -1.46584 2.27314 0.8 0.4 -1.9 0.2761
H -0.99011 -2.82331 0.28330 0.4 1.1 -0.1 0.4376
H 0.76903 1.83462 -0.29532 -0.7 -1.6 0.4 0.2959
```
Forces are in eV/Å.

The HOMO-LUMO gap is 0.2164 Ha. The calculation puts the LUMO energy at -2.59 eV. Its HOMO energy is -8.48 eV.


An isolated ion of composition C5H8BN2O2 and charge +1, computed with the ωB97M-V functional and the def2-TZVPD basis.

Geometry as XYZ:
```
18
Properties=species:S:1:pos:R:3:forces:R:3:nbo_charge:R:1
C 2.63050 -0.64075 0.04713 0.0 -0.5 -0.1 -0.2618
O 2.09593 0.18027 -1.02279 -0.8 0.1 1.3 -0.7136
B 1.02582 0.94768 -0.59298 1.0 0.6 -1.0 1.1550
O 1.14395 2.31102 -0.54207 -0.3 -0.9 1.0 -0.8634
C -0.38544 0.30189 -0.19837 -1.7 -0.2 1.4 -0.3100
C -1.00540 0.46636 1.07373 0.1 -0.5 -2.0 -0.1012
C -2.27889 -0.13733 1.25794 -0.4 0.6 2.4 0.0226
N -2.99013 -0.86431 0.42260 1.4 1.0 0.0 -0.1107
N -2.35896 -0.95537 -0.72864 -0.6 -1.0 -1.5 -0.2317
C -1.18775 -0.47294 -1.07798 1.8 0.8 -0.1 0.1001
H 3.31728 -0.03769 0.66703 -0.2 -0.4 -0.4 0.1955
H 1.82873 -1.03448 0.70708 0.3 0.2 -0.3 0.1656
H 3.13718 -1.50060 -0.41658 0.0 0.5 0.3 0.2207
H 2.02228 2.53600 -0.19157 -0.1 0.3 -0.8 0.5177
H -0.55270 1.04183 1.88718 -0.2 -0.2 -0.4 0.2661
H -2.75813 0.01685 2.23846 0.2 -0.2 -0.6 0.2439
H -2.87375 -1.48126 -1.44033 0.1 0.1 0.3 0.4434
H -0.81053 -0.67717 -2.08986 -0.6 -0.1 0.4 0.2619
```
Forces are in eV/Å.

The net charge is +1. The HOMO-LUMO gap is 0.3359 Ha. The SMILES is COB(O)c1ccn[nH+]c1. The calculation puts the LUMO energy at -5.41 eV. Its HOMO energy is -14.56 eV.


C19H13F6N5O4OsS2 as an isolated structure, computed with the ωB97M-V functional and the def2-TZVPD basis.

Geometry as XYZ:
```
50
Properties=species:S:1:pos:R:3:forces:R:3:nbo_charge:R:1
Os -0.18010 0.88886 0.22700 -0.1 -0.3 1.4 1.0537
C -0.47892 -2.25013 4.83569 0.0 0.0 0.1 -0.0222
C 0.90182 -2.03832 4.75642 -0.1 0.0 0.0 -0.2155
C 1.41731 -1.27201 3.74724 -0.1 0.2 -0.2 -0.1307
C 0.53870 -0.68080 2.78053 -0.2 -0.2 0.6 0.1883
C -0.86047 -0.94658 2.87231 0.2 0.0 -0.1 -0.1251
C -1.35822 -1.70814 3.89256 0.0 0.1 0.0 -0.2034
N 0.96982 0.05463 1.74037 -1.0 -0.5 -1.0 -0.2604
C 2.26869 0.51601 1.59140 0.3 -0.1 0.6 0.0439
C 3.20097 0.83684 2.59329 -0.1 0.1 -0.1 -0.1437
C 4.46595 1.23866 2.20601 -0.1 0.0 -0.1 -0.1818
C 4.81676 1.30082 0.85500 -0.1 0.0 -0.1 -0.0846
C 3.88892 1.01962 -0.15293 0.1 0.2 0.1 -0.1938
C 2.62812 0.68062 0.25369 -0.2 -0.3 0.0 0.2209
N 1.50304 0.41721 -0.56585 0.8 1.4 -1.2 -0.0917
N 1.69163 0.04360 -1.74797 -0.3 -0.6 0.2 -0.0925
C 0.45662 -0.20971 -2.34374 0.3 0.1 -0.2 0.2658
C 0.34921 -0.58315 -3.66756 -0.1 0.1 0.1 -0.1665
C -0.92368 -0.82366 -4.16851 0.0 0.0 0.1 -0.1057
C -2.01601 -0.69462 -3.32287 0.0 0.0 0.0 -0.2006
C -1.82588 -0.31898 -2.00320 0.0 -0.1 0.1 0.0999
N -0.60241 -0.07983 -1.51311 -0.3 -0.3 -0.1 -0.4336
H -0.87200 -2.87140 5.63065 0.0 0.0 0.0 0.2537
H 1.55914 -2.49954 5.47925 0.0 0.0 0.0 0.2608
H 2.48478 -1.16129 3.65281 0.0 -0.1 0.0 0.2412
H -1.51335 -0.52182 2.12023 0.0 -0.1 0.0 0.2293
H -2.41779 -1.90442 3.96550 0.0 0.0 0.0 0.2571
H 2.91453 0.84591 3.63400 0.0 0.0 0.0 0.2507
H 5.19028 1.51895 2.95765 0.0 0.0 0.0 0.2606
H 5.81989 1.59872 0.58109 0.0 0.0 0.0 0.2575
H 4.13369 1.09470 -1.20234 0.0 0.0 0.0 0.2681
H 1.24135 -0.66103 -4.27116 0.0 0.0 0.0 0.2699
H -1.06003 -1.10229 -5.20398 0.0 0.0 0.0 0.2623
H -3.02059 -0.87693 -3.67626 0.0 0.0 0.0 0.2650
H -2.65176 -0.19892 -1.31528 0.0 0.0 0.0 0.2352
F -3.50669 3.37678 0.88541 0.0 0.0 0.0 -0.2667
C -2.76427 2.69855 1.72165 -0.1 0.1 0.2 0.7437
F -3.35652 2.56550 2.88524 0.0 0.0 -0.1 -0.2683
F -2.57481 1.43862 1.20591 0.0 -0.1 -0.1 -0.3393
S -1.07145 3.47502 1.97078 -0.1 0.1 0.0 2.2323
O -0.23248 2.23103 1.93079 0.1 0.3 -0.2 -0.9705
O -1.08944 4.16520 3.19903 0.0 0.0 0.0 -0.8100
N -0.81704 4.40395 0.73473 -0.2 -0.2 -0.1 -1.1356
S -0.34921 3.66711 -0.57173 0.6 -0.1 0.0 2.1635
O -1.30768 2.58755 -0.96539 0.6 -0.3 0.3 -0.9266
O 0.98789 3.14637 -0.51061 0.7 0.5 -0.2 -0.9454
C -0.18121 5.01637 -1.83981 -0.8 0.1 -0.2 0.8114
F -1.34181 5.59693 -2.06089 0.1 0.0 0.0 -0.2737
F 0.25100 4.41518 -2.93551 0.0 0.0 0.0 -0.2844
F 0.70430 5.87277 -1.39699 0.0 0.0 0.1 -0.2624
```
Forces are in eV/Å.

The net charge is +2. The HOMO-LUMO gap (alpha / beta) is 0.1748 / 0.1751 Ha. The calculation puts the LUMO energy (alpha / beta) at -9.85 / -9.85 eV. Its HOMO energy (alpha / beta) is -14.61 / -14.61 eV.


A 5-piece molecular cluster, C15H40NO14S4 overall, computed with the ωB97M-V functional and the def2-TZVPD basis.

Geometry as XYZ:
```
74
Properties=species:S:1:pos:R:3:forces:R:3:mulliken_charge:R:1
C -3.28837 -4.06129 -6.34788 0.0 0.3 0.0 -0.9735
C -3.71221 -2.63982 -6.18819 0.4 1.3 -0.5 0.6393
O -3.13850 -1.68333 -6.61207 -0.6 -1.4 0.6 -0.4631
O -4.92479 -2.42125 -5.43603 0.2 -0.5 -0.4 -0.3565
C -6.07246 -2.60368 -6.19963 1.1 0.5 0.9 -0.4271
N -6.65184 -3.97459 -5.84661 0.1 -0.1 -0.4 -0.2505
H -2.80118 -4.36549 -5.42999 0.1 -0.2 0.3 0.3242
H -2.57730 -4.10981 -7.15552 0.3 0.0 -0.2 0.3418
H -4.09442 -4.74668 -6.57571 -0.3 -0.1 0.1 0.2782
H -5.83767 -2.54708 -7.25252 -0.4 -0.2 -0.4 0.3756
H -6.77371 -1.84703 -5.89000 -0.5 0.1 -0.1 0.3427
H -7.60233 -3.91125 -5.48615 -0.1 -0.1 0.1 0.3588
H -6.63625 -4.59375 -6.65469 -0.2 -0.1 -0.1 0.3668
H -6.03551 -4.39338 -5.14781 -0.1 0.1 0.3 0.3556
O -2.80303 2.99068 -2.98104 -0.1 0.2 -0.2 -0.5903
S -2.40332 3.69082 -4.16764 0.5 0.1 -0.2 1.1152
O -3.39313 4.23917 -5.03983 -0.2 0.0 0.1 -0.6202
O -1.43014 2.74610 -4.99784 0.0 0.1 0.0 -0.3009
C -1.90589 1.42908 -5.33581 -0.2 -0.5 -0.1 -0.2220
C -2.95856 1.43012 -6.42518 -0.2 0.2 0.0 -0.7639
C -1.23120 4.93718 -3.76738 0.1 0.0 0.1 -0.9955
H -2.27044 0.93533 -4.43183 0.0 0.1 0.1 0.1821
H -1.02632 0.88353 -5.67129 0.1 0.2 0.1 0.2862
H -3.86944 1.93030 -6.09656 0.0 0.0 0.0 0.3222
H -3.20656 0.40012 -6.68821 0.1 0.4 0.0 0.2445
H -2.60025 1.95900 -7.30843 0.0 -0.1 0.0 0.2923
H -0.46598 4.51297 -3.12361 0.0 0.0 0.0 0.3296
H -1.77307 5.72393 -3.24764 -0.1 0.0 0.0 0.3777
H -0.80359 5.32191 -4.68870 0.0 0.0 0.0 0.3500
O -1.39704 1.64379 2.26939 0.2 0.0 -0.2 -0.5871
S -2.37085 0.59812 2.19004 -0.6 0.1 0.3 1.3179
O -2.07511 -0.62139 1.50289 0.2 0.0 -0.1 -0.6389
O -3.72598 1.20550 1.63067 0.0 -0.1 0.1 -0.3360
C -3.67591 1.90067 0.36141 0.1 0.3 -0.5 -0.4428
C -3.49817 0.97222 -0.81962 0.0 -0.4 0.1 -0.7294
C -2.94316 0.20775 3.80698 0.0 0.0 0.0 -1.0677
H -2.88836 2.65474 0.39032 0.1 -0.1 0.1 0.2881
H -4.62450 2.42683 0.28434 -0.1 -0.1 0.2 0.3326
H -2.53012 0.47357 -0.78704 0.0 0.0 0.0 0.3387
H -3.55474 1.53180 -1.74890 -0.1 0.0 0.2 0.2603
H -4.26565 0.19536 -0.81627 0.0 0.0 0.0 0.2824
H -3.19177 1.12802 4.32750 0.0 0.0 0.0 0.3213
H -2.13084 -0.30886 4.31345 0.0 0.0 0.0 0.3717
H -3.80763 -0.44457 3.72455 0.0 0.0 0.0 0.3717
O 3.18366 3.70296 3.75296 0.0 0.1 -0.4 -0.7048
S 3.72960 2.39982 3.97633 -0.1 -0.2 0.7 1.3503
O 4.48114 1.73143 2.95477 0.1 0.2 -0.2 -0.6319
O 2.57100 1.44202 4.48013 0.1 -0.1 0.1 -0.3065
C 1.39221 1.30506 3.65303 -0.4 0.0 -0.4 -0.2210
C 1.63640 0.47649 2.40956 0.3 -0.1 -0.1 -0.8457
C 4.67887 2.41041 5.45730 0.0 -0.1 0.1 -0.8113
H 1.00239 2.29117 3.40213 0.1 0.1 0.0 0.3764
H 0.65214 0.81718 4.28373 0.2 0.0 0.2 0.1136
H 2.33682 0.96779 1.73597 0.0 0.0 0.0 0.2927
H 0.70356 0.32654 1.87173 -0.1 0.0 0.1 0.2498
H 2.06324 -0.49318 2.66817 0.0 0.0 0.0 0.2774
H 4.10852 2.89464 6.24435 0.0 0.0 0.0 0.3662
H 5.58694 2.97362 5.25177 0.0 0.0 -0.1 0.3811
H 4.92671 1.38671 5.72839 0.0 0.0 0.0 0.1260
O 5.94471 -0.68448 6.31424 -0.3 -0.1 0.1 -0.7000
S 6.50780 -1.26796 5.13172 0.6 0.2 -0.4 1.2620
O 5.69809 -2.01657 4.22361 -0.3 0.0 0.2 -0.6329
O 7.77229 -2.14064 5.54045 0.0 0.1 0.0 -0.2482
C 7.58645 -3.18972 6.51546 -0.1 -0.4 0.4 -0.3477
C 6.84626 -4.38981 5.95851 -0.1 0.1 -0.2 -0.9743
C 7.36243 -0.02979 4.22230 0.0 0.1 0.0 -0.8369
H 7.08482 -2.78500 7.39594 0.0 0.1 -0.1 0.3210
H 8.58970 -3.48062 6.81816 0.1 0.2 -0.1 0.2747
H 5.82172 -4.13709 5.69197 0.0 0.0 0.0 0.3004
H 6.81576 -5.18735 6.70094 0.1 0.0 0.0 0.3873
H 7.33704 -4.75825 5.05817 0.1 0.0 0.0 0.2596
H 8.00386 0.52894 4.89853 0.0 0.0 0.0 0.3018
H 6.60319 0.61991 3.78609 -0.1 -0.1 0.0 0.2435
H 7.93997 -0.50957 3.43761 0.0 0.0 0.0 0.3755
```
Forces are in eV/Å.

The net charge is +1. The HOMO-LUMO gap is 0.2732 Ha. The calculation puts the LUMO energy at -4.08 eV. Its HOMO energy is -11.51 eV.


An isolated ion of composition C40H33N4 and charge +1, computed with the ωB97M-V functional and the def2-TZVPD basis.

Geometry as XYZ:
```
77
Properties=species:S:1:pos:R:3:forces:R:3:mulliken_charge:R:1
C 2.63905 -5.26636 -5.02039 0.0 0.0 0.1 -0.3601
C 1.94773 -6.01232 -4.05816 0.0 0.2 0.0 -0.7168
C 1.92300 -5.57852 -2.73416 0.2 0.2 -0.2 -0.1473
C 2.63839 -4.43337 -2.37205 0.1 -0.1 -0.4 -0.5226
N 2.64194 -4.02683 -1.01207 -0.5 0.2 0.3 1.1654
C 3.81540 -4.24009 -0.24485 0.5 -0.2 0.1 -0.4690
C 4.69024 -3.17229 -0.01615 0.1 -0.3 0.0 -0.0027
C 5.94260 -3.41751 0.54757 -0.2 -0.1 0.1 -0.7437
C 6.28675 -4.71287 0.95206 -0.1 0.1 0.0 -0.3765
C 5.37231 -5.76142 0.80093 0.1 0.2 -0.1 -0.7104
C 4.15037 -5.53316 0.16771 0.1 0.3 0.2 -0.0842
C 1.54674 -3.31114 -0.49971 0.3 -0.2 0.0 0.0341
C 0.94076 -3.75281 0.68319 -0.4 0.0 -0.1 -0.5933
C -0.20277 -3.10461 1.14176 0.5 0.3 0.2 -0.6347
C -0.64240 -1.93544 0.52116 -0.1 0.2 -0.3 -0.0805
C -1.86476 -1.21556 1.07323 2.0 0.3 1.2 0.5012
C -1.77316 0.30046 1.13608 0.2 0.0 0.2 -0.0079
C -2.92147 1.07224 1.33824 0.2 0.6 -0.5 -0.9619
C -2.84799 2.45933 1.25695 -0.1 -0.3 0.4 -0.4315
C -1.59323 3.09882 1.23061 0.0 0.4 -0.1 0.5520
N -1.54181 4.49174 1.19880 -0.1 -0.6 0.0 0.8742
C -0.43710 5.26058 1.65015 0.4 0.7 0.3 -0.9488
C 0.18242 6.15403 0.76066 0.2 -0.4 0.2 0.0488
C 1.25708 6.93462 1.18699 -0.2 0.0 0.2 -0.7026
C 1.64364 6.92132 2.53266 -0.1 -0.1 0.0 -0.3413
C 0.95446 6.11281 3.44462 0.0 -0.1 -0.2 -0.7613
C -0.05956 5.25693 3.00094 0.1 0.1 -0.2 0.1624
C -2.63965 5.20300 0.65862 -0.4 0.4 -0.2 -0.7486
C -3.27269 6.19223 1.42348 -0.2 -0.3 -0.3 -0.0135
C -4.35281 6.88583 0.87656 0.2 0.0 -0.3 -0.7184
C -4.71312 6.67468 -0.46037 0.0 -0.1 0.1 -0.3735
C -4.06749 5.69248 -1.22055 0.0 -0.1 0.2 -0.8038
C -3.06159 4.91785 -0.64597 0.0 0.4 0.2 0.2940
C -0.42167 2.32643 1.22252 -0.2 -0.3 0.1 -0.8282
C -0.52320 0.93984 1.14892 -0.2 0.1 -0.1 -1.0477
N -3.00950 -1.69265 0.34221 -1.7 -0.8 -1.1 0.3796
C -3.94039 -0.97964 -0.41315 0.2 -0.1 0.5 -0.3466
C -4.93885 -1.82466 -0.72276 0.0 -0.8 0.1 -0.5968
N -4.57178 -3.07532 -0.22529 0.0 0.2 -0.3 -0.0251
C -3.37806 -2.97951 0.35840 -0.5 0.8 0.4 -0.3273
C -0.03281 -1.49043 -0.65802 0.4 -0.4 -0.2 -0.1759
C 1.05331 -2.19388 -1.18612 -0.4 0.2 0.3 -0.8646
C 3.37460 -3.71753 -3.31622 -0.3 -0.1 -0.2 0.0784
C 3.33933 -4.11108 -4.65515 0.0 -0.2 0.2 -0.8147
H 2.63563 -5.59150 -6.06250 0.0 0.1 0.3 0.3759
H 1.43233 -6.93432 -4.33033 0.1 0.3 0.0 0.3699
H 1.36337 -6.10706 -1.96165 0.2 0.0 -0.2 0.3916
H 4.38790 -2.17105 -0.32890 0.2 -0.2 0.1 0.4080
H 6.64857 -2.59324 0.65777 -0.2 -0.3 0.1 0.3715
H 7.26745 -4.89837 1.39708 -0.4 0.0 -0.1 0.3741
H 5.61818 -6.76315 1.15400 0.0 0.3 -0.1 0.3717
H 3.44061 -6.34110 -0.00957 0.2 0.1 0.0 0.3907
H 1.34425 -4.63337 1.19029 -0.2 0.3 -0.2 0.4966
H -0.74834 -3.48915 2.00891 0.3 0.2 -0.1 0.4447
H -1.96484 -1.54371 2.12472 -0.3 -0.1 -0.4 0.4120
H -3.89930 0.61452 1.50325 0.3 0.1 -0.1 0.7461
H -3.76780 3.05105 1.23865 0.4 -0.2 0.3 0.4733
H -0.17435 6.21165 -0.26952 0.2 -0.1 0.3 0.4132
H 1.78025 7.56892 0.46871 -0.2 -0.1 0.3 0.3892
H 2.47391 7.54578 2.87442 -0.4 -0.2 -0.1 0.3851
H 1.19929 6.14949 4.50889 0.0 -0.1 -0.4 0.3675
H -0.58990 4.60676 3.69989 0.2 0.2 -0.2 0.4228
H -2.92727 6.38286 2.44344 -0.1 -0.1 -0.4 0.4220
H -4.89344 7.60606 1.49297 0.2 -0.1 -0.3 0.4018
H -5.50762 7.27166 -0.91156 0.2 -0.2 0.2 0.3835
H -4.33595 5.52309 -2.26345 0.0 0.1 0.3 0.3757
H -2.57106 4.11064 -1.19544 -0.1 0.3 0.1 0.4308
H 0.55342 2.81421 1.23678 -0.3 -0.1 0.0 0.4985
H 0.38402 0.33851 1.10623 -0.2 0.2 0.0 0.5389
H -3.84747 0.06816 -0.63291 0.1 -0.1 0.1 0.6730
H -5.87370 -1.63331 -1.21249 0.0 -0.2 -0.2 0.4213
H -5.10377 -3.93483 -0.29302 0.1 0.2 -0.1 0.2519
H -2.82513 -3.77737 0.83387 -0.1 0.1 -0.1 0.4714
H -0.38159 -0.58456 -1.16438 0.1 -0.3 0.2 0.4529
H 1.54651 -1.86660 -2.10674 -0.2 -0.2 0.4 0.4654
H 3.93238 -2.83858 -2.99054 -0.1 -0.2 -0.1 0.4339
H 3.87123 -3.51831 -5.40072 -0.1 -0.3 0.2 0.3667
```
Forces are in eV/Å.

The net charge is +1. The HOMO-LUMO gap is 0.2557 Ha. The SMILES is c1ccc(N(c2ccccc2)c2ccc(C(c3ccc(N(c4ccccc4)c4ccccc4)cc3)n3cc[nH+]c3)cc2)cc1. The calculation puts the LUMO energy at -2.64 eV. Its HOMO energy is -9.60 eV.


Calculated values (u) of molecular weight for the records, taken in order: 356.28; 192.10; 138.94; 743.70; 586.75; 569.73.
Calculated values (hartree/bohr) of strongest force on any atom for the records, taken in order: 0.1804; 0.1415; 0.0489; 0.0397; 0.0310; 0.0453.